C22H47F5NO5 | wB97M-V/def2-TZVPD

Properties
- Total energy: -1796.40298 a.u.
- M: 500.61 g mol⁻¹
- Spin multiplicity: 1
- Charge: +1
- HOMO: -11.76 eV

Geometry as XYZ:
```
80
C22H47F5NO5 | the OMol25 dataset | wB97M-V/def2-TZVPD
C -0.52438 3.00202 -1.94027
C -0.71848 1.80167 -1.86101
C -1.05334 0.39229 -1.73101
C -1.86624 0.19067 -0.43779
C -1.72950 -1.21286 0.15079
C -0.52237 -1.38649 1.06732
C -0.59157 -0.48589 2.33449
C 0.80568 -0.17133 2.89194
C 1.78831 0.43786 1.88039
C 2.05744 1.92158 2.03527
F 2.85213 2.13902 3.05138
F 2.69650 2.34563 0.93717
C 0.82106 2.82784 2.20796
F 0.36567 2.79112 3.41096
F 1.11316 4.04250 1.89556
F -0.13428 2.41911 1.37627
N 1.43401 0.09669 0.47036
C 0.82214 -1.26159 0.35700
H -0.46458 4.04829 -1.99519
H -0.11023 -0.14712 -1.70812
H -1.58708 0.05685 -2.61081
H -2.90539 0.33366 -0.71687
H -1.66466 0.97094 0.28348
H -1.76000 -1.96007 -0.63346
H -2.60405 -1.40159 0.76167
H -0.55882 -2.39983 1.45374
H -1.08236 -1.08558 3.08470
H -1.21259 0.38959 2.19070
H 0.73005 0.41661 3.79791
H 1.22717 -1.12437 3.19196
H 2.74284 -0.04630 2.05852
H 2.32081 0.06297 -0.03003
H 0.88196 0.82898 0.00546
H 1.51292 -1.95197 0.83235
H 0.79997 -1.56684 -0.68730
C -4.47937 -1.97414 4.82175
C -4.30335 -1.73769 3.33534
O -3.06092 -2.27992 2.87358
H -3.66087 -1.51717 5.38003
H -5.42181 -1.55600 5.17616
H -4.46805 -3.04313 5.04388
H -4.29713 -0.66956 3.11769
H -5.11943 -2.19859 2.77196
H -3.07769 -3.22652 3.05704
C 0.71905 -5.15426 -2.98936
C 1.22992 -4.03895 -2.10086
O 0.14478 -3.32160 -1.49090
H 0.07075 -4.75312 -3.76832
H 1.54455 -5.68799 -3.45998
H 0.12881 -5.86860 -2.41107
H 1.80135 -3.31738 -2.68407
H 1.87852 -4.43973 -1.31516
H -0.35819 -3.95520 -0.96764
C 3.62672 4.64450 -4.56677
C 2.15950 5.01345 -4.45887
O 1.32531 3.85371 -4.47637
H 3.80985 4.08506 -5.48496
H 4.25661 5.53020 -4.56481
H 3.92883 4.00637 -3.73320
H 1.85728 5.63414 -5.30056
H 1.97300 5.57242 -3.53419
H 1.57529 3.30287 -3.72917
C 6.77720 5.52895 -0.96014
C 7.25623 5.01036 -2.30411
O 6.42779 5.47846 -3.36592
H 5.74715 5.21807 -0.77787
H 7.40555 5.15759 -0.14901
H 6.79429 6.62082 -0.93917
H 7.21967 3.92206 -2.32900
H 8.28842 5.32310 -2.48983
H 6.46473 6.44001 -3.36031
C -7.55826 -5.18087 1.48528
C -6.05919 -4.98745 1.36101
O -5.38801 -5.33525 2.57357
H -7.95359 -4.57517 2.30120
H -8.06769 -4.90200 0.56212
H -7.79527 -6.22284 1.71073
H -5.82465 -3.94325 1.15508
H -5.65948 -5.59670 0.54391
H -5.57968 -6.25955 2.75827
```